(1)
Entry from the OMol25 dataset: a structure of composition C39H36N12O4PSSm at a distorted geometry (wB97M-V/def2-TZVPD).

Cartesian coordinates (Å):
Sm: 0.8084 0.3846 -0.2840
C: 3.5190 -2.1289 -2.5942
C: 2.3201 -1.2464 -2.3957
N: 2.4601 0.0186 -2.0768
N: 3.6782 0.5602 -2.1739
C: 3.8370 1.8132 -1.7784
N: 4.9747 2.4131 -2.2085
S: 2.8831 2.7013 -0.6853
C: 0.9475 -1.6769 -2.6366
C: 0.5937 -2.8652 -3.2876
C: -0.7314 -3.1091 -3.5902
C: -1.6903 -2.1666 -3.2489
C: -1.2726 -1.0269 -2.5804
N: -0.0069 -0.7869 -2.2755
H: 3.9834 -2.2988 -1.6205
H: 4.2407 -1.6186 -3.2294
H: 3.2615 -3.0876 -3.0241
H: 5.4041 2.0546 -3.0431
H: 5.0777 3.3879 -1.9862
H: 1.3498 -3.5833 -3.5584
H: -1.0114 -4.0254 -4.0897
H: -2.7324 -2.3079 -3.4874
H: -1.9792 -0.2624 -2.2672
C: -7.5834 -0.1962 -3.6363
O: -6.4027 0.5653 -3.6754
C: -6.2386 1.5482 -2.7435
C: -5.1610 2.4114 -2.9559
C: -4.8952 3.4305 -2.0736
C: -5.7058 3.6210 -0.9446
C: -6.8069 2.7874 -0.7638
C: -7.0606 1.7471 -1.6382
N: -5.5292 4.6943 -0.0748
N: -4.4207 5.0718 0.3233
C: -3.2499 4.3585 0.1374
C: -2.1510 5.0377 -0.3808
C: -1.0110 4.3743 -0.7900
C: -0.8772 2.9864 -0.6335
O: 0.0863 2.2856 -1.1128
C: -1.9132 2.3127 0.1191
N: -1.6644 1.0228 0.4553
C: -2.6267 0.3333 1.0381
C: -3.8590 0.8950 1.3910
C: -4.0948 2.2216 1.1349
C: -3.1247 2.9736 0.4460
H: -7.5743 -0.8030 -4.5395
H: -8.4684 0.4470 -3.6421
H: -7.6140 -0.8531 -2.7617
H: -4.5364 2.2547 -3.8221
H: -4.0762 4.1077 -2.2688
H: -7.4481 2.9422 0.0919
H: -7.8944 1.0895 -1.4440
H: -2.2560 6.0974 -0.5605
H: -0.2168 4.9106 -1.2833
H: -2.4232 -0.7085 1.2511
H: -4.6013 0.2814 1.8756
H: -5.0083 2.6971 1.4650
O: -1.2796 -3.4544 0.0874
C: -0.3064 -2.8316 0.4556
O: -0.1652 -1.5526 0.4508
C: 0.9579 -3.5352 1.0001
P: 2.0368 -2.0513 1.1887
C: 3.6656 -2.7374 1.6971
C: 4.4706 -2.0845 2.6307
C: 5.8043 -2.4230 2.7728
C: 6.3539 -3.4227 1.9862
C: 5.5610 -4.0960 1.0718
C: 4.2352 -3.7386 0.9148
C: 1.3842 -1.5373 2.8325
C: 0.6071 -0.3944 2.9928
C: -0.0541 -0.1648 4.1890
C: 0.1001 -1.0402 5.2515
C: 0.9347 -2.1378 5.1237
C: 1.5592 -2.3926 3.9173
H: 1.3422 -4.2615 0.2831
H: 0.7613 -4.0539 1.9404
H: 4.0373 -1.3153 3.2608
H: 6.4251 -1.9122 3.4967
H: 7.4008 -3.6697 2.0838
H: 5.9866 -4.8822 0.4667
H: 3.6227 -4.2457 0.1823
H: 0.4921 0.3244 2.1650
H: -0.7124 0.6866 4.2836
H: -0.4313 -0.8712 6.1763
H: 1.0740 -2.8136 5.9539
H: 2.1846 -3.2683 3.8062
N: 4.4867 2.2977 3.3386
N: 4.2274 1.5014 2.2802
N: 5.1673 0.9630 1.5539
C: 4.4737 0.2194 0.7092
N: 3.1613 0.3394 0.9264
N: 3.0233 1.1518 1.9428
H: 5.3267 2.8472 3.2016
H: 3.6723 2.8483 3.5893
H: 4.9053 -0.3795 -0.0654

Properties
LUMO level (spin up / spin down)   -0.31 / -0.30 eV
Frontier orbital gap (spin up / spin down)   6.61 / 6.64 eV
Energy relative to the best compared isomer or geometry (same formula, charge and spin)   156.0 kJ/mol
Spin multiplicity   6
HOMO level (spin up / spin down)   -6.924 / -6.938 eV



(2)
Entry from the OMol25 dataset: the molecule C4H5NOS at a distorted geometry (wB97M-V/def2-TZVPD).

Cartesian coordinates (Å):
C: 0.1192 1.2044 -0.6411
C: 1.2458 0.6552 -0.3451
C: -1.6529 0.3477 0.0294
C: 1.3713 -0.5039 0.5320
N: -1.5567 -0.9579 0.0487
O: -2.5146 1.0088 0.4116
S: -0.0154 -1.7377 -0.1973
H: -0.0450 2.0212 -1.3154
H: 2.2597 0.9022 -0.7605
H: 2.3020 -1.1214 0.3950
H: 0.9074 -0.3058 1.4851
H: -2.4210 -1.5128 0.3578

Properties
LUMO level   0.64 eV
Frontier orbital gap   9.43 eV
Energy relative to the best compared isomer or geometry (same formula, charge and spin)   349.4 kJ/mol
Spin multiplicity   1
HOMO level   -8.790 eV



(3)
Entry from the OMol25 dataset: a structure of composition C19H25BCoN5O2SSe (wB97M-V/def2-TZVPD).

Cartesian coordinates (Å):
Co: 0.9037 -0.8106 -0.1556
C: -2.4458 -3.4337 -0.4888
C: -1.2523 -2.5450 -0.6489
N: -0.4568 -2.1992 0.3095
N: -0.6789 -2.6355 1.5710
C: 0.0943 -1.9991 2.4298
N: -0.0640 -2.3785 3.7442
S: 1.2175 -0.7449 2.0986
C: -0.9183 -1.9207 -1.9236
C: -1.6118 -2.1993 -3.1050
C: -1.2636 -1.5527 -4.2715
C: -0.2134 -0.6389 -4.2467
C: 0.4345 -0.4122 -3.0496
N: 0.0895 -1.0153 -1.9080
H: -2.5154 -3.7311 0.5540
H: -2.3602 -4.3309 -1.1085
H: -3.3681 -2.9198 -0.7725
H: -0.4636 -3.2947 3.8707
H: 0.7113 -2.1476 4.3420
H: -2.4126 -2.9256 -3.0848
H: -1.7936 -1.7584 -5.1930
H: 0.0997 -0.1152 -5.1390
H: 1.2686 0.2733 -2.9751
Se: 3.0386 -1.8020 -0.9356
C: 4.3656 -1.0895 0.2195
C: 4.2379 0.1512 0.8492
C: 5.2570 0.6175 1.6598
N: 6.3973 -0.0367 1.8972
C: 6.5151 -1.2215 1.2941
C: 5.5542 -1.7797 0.4700
H: 3.3416 0.7414 0.7015
H: 5.1546 1.5803 2.1524
H: 7.4399 -1.7585 1.4886
H: 5.7151 -2.7519 0.0214
C: -1.1697 4.0696 -0.2325
C: -1.1157 2.7587 0.5307
C: -0.8617 3.0167 2.0125
O: -0.0211 1.9704 0.0425
B: -0.3708 0.6106 0.1646
O: -1.7379 0.5181 0.4494
C: -2.3270 1.8181 0.2875
C: -3.4648 1.9735 1.2781
C: -2.8525 1.8913 -1.1436
H: -0.2887 4.6664 0.0087
H: -2.0594 4.6423 0.0432
H: -1.1770 3.8993 -1.3077
H: 0.1149 3.4909 2.1170
H: -0.8405 2.0791 2.5692
H: -1.6194 3.6772 2.4413
H: -3.1382 1.7386 2.2890
H: -4.2741 1.2902 1.0154
H: -3.8561 2.9945 1.2582
H: -2.0318 1.8119 -1.8583
H: -3.3997 2.8189 -1.3277
H: -3.5263 1.0486 -1.3050

Properties
LUMO level (spin up / spin down)   2.67 / 2.68 eV
Frontier orbital gap (spin up / spin down)   6.21 / 6.45 eV
Energy relative to the best compared isomer or geometry (same formula, charge and spin)   23.9 kJ/mol
Spin multiplicity   2
HOMO level (spin up / spin down)   -3.534 / -3.773 eV
Charge   -1



(4)
Entry from the OMol25 dataset: a structure of composition C38H38N2O5Zn at a distorted geometry (wB97M-V/def2-TZVPD).

Cartesian coordinates (Å):
Zn: 0.4079 -0.2837 0.5945
O: -2.1879 -1.7966 1.7612
C: -2.2450 -1.2296 3.0749
C: -1.3001 0.0996 3.1397
O: -1.6286 0.9159 3.9966
O: -0.3250 0.1856 2.2960
C: -1.5802 -2.1936 4.0281
C: -0.7238 -3.1584 3.5070
C: -0.1813 -4.1429 4.3258
C: -0.4275 -4.0892 5.6886
C: -1.1797 -3.0520 6.2438
C: -1.7596 -2.1034 5.4207
C: -3.7112 -0.9646 3.4741
C: -4.5134 -2.0180 3.9434
C: -5.7962 -1.8258 4.3901
C: -6.3497 -0.5468 4.2299
C: -5.6664 0.4692 3.5102
C: -4.3378 0.2656 3.2381
H: -2.1836 -1.1414 0.9855
H: -0.5666 -3.2482 2.4141
H: 0.4302 -4.9700 3.8935
H: 0.0464 -4.8610 6.2995
H: -1.2850 -3.0391 7.3580
H: -2.3625 -1.3392 5.7964
H: -4.1347 -3.0222 4.0122
H: -6.3991 -2.6900 4.7568
H: -7.3578 -0.3496 4.6173
H: -6.1404 1.4404 3.3475
H: -3.7254 1.0366 2.7729
C: 3.1192 1.3575 3.0155
N: 3.8197 0.0760 3.2738
C: 3.9162 -0.1101 4.7527
C: 3.2022 -1.1215 2.5482
C: 3.3373 -0.8574 1.0562
C: 4.6322 -0.7801 0.5821
C: 4.9387 -0.4592 -0.7109
C: 3.9028 -0.2107 -1.5870
C: 2.5751 -0.1333 -1.0762
C: 2.2990 -0.4591 0.2285
H: 3.6978 2.1643 3.4855
H: 2.0660 1.4058 3.3845
H: 3.0831 1.5260 1.9260
H: 4.7754 0.1140 2.8852
H: 2.9398 -0.4497 5.1473
H: 4.2959 0.8608 5.1706
H: 4.6576 -0.8985 4.9310
H: 2.1570 -1.2328 2.8980
H: 3.8669 -1.9242 2.8505
H: 5.4172 -1.1385 1.2273
H: 5.9936 -0.4893 -0.9992
H: 4.0459 -0.0677 -2.6371
H: 1.7772 0.1448 -1.7744
C: 1.6797 4.6751 -6.2381
C: 0.3428 3.9622 -6.1492
C: -0.5920 4.1965 -7.1764
C: -1.8421 3.5423 -7.2082
C: -2.1220 2.5795 -6.2350
C: -1.2447 2.3944 -5.1528
N: -1.5788 1.3469 -4.2346
C: -0.9598 0.1221 -4.1459
C: -0.3639 -0.3912 -5.2792
C: 0.4944 -1.4721 -5.2343
C: 0.6640 -2.1206 -4.0332
C: 0.0413 -1.6250 -2.8714
C: -0.8088 -0.5281 -2.8723
C: -1.5468 -0.0556 -1.6715
O: -2.5924 0.5879 -1.7379
O: -1.1662 -0.5934 -0.5173
C: -0.0406 3.0841 -5.0746
C: 0.9314 2.8122 -3.9362
H: 1.7934 5.0530 -7.2942
H: 2.5546 4.0101 -6.0843
H: 1.8038 5.4963 -5.5428
H: -0.3666 4.8954 -7.9863
H: -2.5472 3.7288 -8.0114
H: -2.9814 1.9173 -6.3404
H: -2.2335 1.5126 -3.4536
H: -0.5575 0.0272 -6.2541
H: 0.9522 -1.9056 -6.1144
H: 1.1509 -3.0859 -4.0086
H: 0.1995 -2.0870 -1.8935
H: 0.4119 2.4016 -3.0476
H: 1.4509 3.7342 -3.6303
H: 1.7415 2.1206 -4.2650

Properties
LUMO level   -0.55 eV
Frontier orbital gap   6.88 eV
Energy relative to the best compared isomer or geometry (same formula, charge and spin)   101.5 kJ/mol
Spin multiplicity   1
HOMO level   -7.424 eV



(5)
Entry from the OMol25 dataset: a structure of composition C31H25F4MoN4Sb2 at a distorted geometry (wB97M-V/def2-TZVPD).

Cartesian coordinates (Å):
Mo: -0.2129 0.8464 -0.6146
C: -3.3492 3.1602 -2.2222
Sb: -2.5599 1.2463 -1.8165
C: -0.6147 1.4860 -2.9311
C: -3.6103 -0.1255 -3.1569
C: -2.6726 -0.5382 -4.2395
C: -2.6750 0.2051 -5.4242
C: -1.8153 -0.1020 -6.4632
C: -0.9338 -1.1634 -6.3187
C: -0.9309 -1.9067 -5.1468
C: -1.7897 -1.6097 -4.0922
C: -1.7467 -2.4588 -2.8476
Sb: -0.2812 -1.9156 -1.3573
C: -1.0168 -3.1641 0.1924
C: 1.3623 -3.0497 -2.0520
H: -3.5746 3.1968 -3.2858
H: -2.6113 3.9094 -1.9530
H: -4.2616 3.3037 -1.6460
H: -0.5491 0.7651 -3.7393
H: 0.3321 1.4273 -2.3600
H: -0.6132 2.5020 -3.3203
H: -4.4182 0.5119 -3.5122
H: -4.0171 -0.9150 -2.5363
H: -3.3838 1.0210 -5.5392
H: -1.8451 0.4653 -7.3849
H: -0.2637 -1.4263 -7.1278
H: -0.2647 -2.7593 -5.0592
H: -1.4532 -3.4831 -3.0814
H: -2.6881 -2.5008 -2.3042
H: -1.6750 -3.9028 -0.2617
H: -1.5650 -2.5894 0.9342
H: -0.1851 -3.6767 0.6713
H: 1.0116 -4.0705 -2.1999
H: 2.1603 -3.0369 -1.3116
H: 1.7335 -2.6405 -2.9893
F: 1.0544 -2.4780 2.6216
C: 1.7253 -2.2589 3.7550
C: 2.1648 -3.3155 4.4699
F: 1.9153 -4.5208 4.0315
C: 2.9115 -3.1291 5.6960
C: 3.1549 -1.7551 6.0778
C: 2.6825 -0.7141 5.3454
F: 2.9333 0.5139 5.7551
C: 1.9368 -0.9206 4.1619
C: 1.4108 0.1730 3.4097
C: 0.7394 0.0692 2.2209
N: 0.2177 0.2679 1.1843
C: 1.4962 1.5567 3.8217
N: 1.4859 2.6948 3.9950
F: 3.8347 -1.4995 7.1568
C: 3.3515 -4.1834 6.4493
C: 4.1307 -4.0291 7.6372
N: 4.7967 -3.9621 8.5753
C: 3.0669 -5.5479 6.1208
N: 2.8456 -6.6587 5.9143
C: -0.0628 2.6185 -0.1279
C: 0.1084 3.9387 0.2672
C: -0.9837 4.6211 0.8580
C: -0.8198 5.9246 1.2592
C: 0.4149 6.5490 1.0740
C: 1.4989 5.8827 0.5036
C: 1.3576 4.5782 0.0991
H: -1.9247 4.1063 1.0072
H: -1.6365 6.4608 1.7236
H: 0.5351 7.5790 1.3849
H: 2.4471 6.3884 0.3851
H: 2.1887 4.0385 -0.3366

Properties
LUMO level   -11.29 eV
Frontier orbital gap   4.97 eV
Energy relative to the best compared isomer or geometry (same formula, charge and spin)   150.7 kJ/mol
Spin multiplicity   1
HOMO level   -16.254 eV
Charge   +3



(6)
Entry from the OMol25 dataset: a cluster of 2 separate species, C5H12NS2 in total at a distorted geometry (wB97M-V/def2-TZVPD).

Cartesian coordinates (Å):
C: 0.2918 -0.1837 0.2752
C: -0.1089 1.2069 0.4418
C: 1.8315 -0.5306 -1.5184
C: 0.6577 2.2862 -0.2771
C: -1.0998 -2.3316 0.9245
N: -0.8312 -1.1198 -0.0303
S: 0.5594 0.3253 1.9992
S: -1.7863 1.6348 0.4863
H: 1.2060 -1.2207 -1.9011
H: 2.5846 -0.8765 -0.9073
H: 1.8218 0.3530 -1.9806
H: 0.2429 2.3739 -1.3183
H: 1.7586 1.9651 -0.2601
H: 0.6647 3.2928 0.2672
H: -1.2798 -3.2100 0.2288
H: -0.2632 -2.5436 1.6190
H: -1.9365 -2.1156 1.6466
H: -1.7983 -0.6321 0.1104
H: -0.7589 -1.4547 -0.9439
H: -1.7563 2.7805 1.1381

Properties
LUMO level (spin up / spin down)   -4.47 / -4.47 eV
Frontier orbital gap (spin up / spin down)   8.02 / 8.02 eV
Energy relative to the best compared isomer or geometry (same formula, charge and spin)   518.6 kJ/mol
Spin multiplicity   1
HOMO level (spin up / spin down)   -12.497 / -12.497 eV
Charge   +1